The following is a quantum chemistry calculation of 2 unconnected molecules or ions with the total composition C5H14, from OMol25.

Computed properties:
Lowest unoccupied orbital energy (hartree): 0.0398
Kohn-Sham gap (eV): 11.9688
SMILES string: CCC.CC
Net charge: 0
Energy relative to the best compared isomer or geometry (same formula, charge and spin) (kcal per mole): 11.9

Cartesian coordinates (Å):
C (-0.888, -0.535, 2.118)
C (-0.638, -1.042, 0.715)
C (-1.516, -2.155, 0.117)
H (-0.124, 0.193, 2.374)
H (-0.723, -1.299, 2.877)
H (-1.901, -0.171, 2.241)
H (-0.691, -0.162, 0.063)
H (0.409, -1.244, 0.461)
H (-0.950, -3.088, 0.113)
H (-2.288, -2.461, 0.842)
H (-1.892, -1.908, -0.872)
C (1.582, 2.310, -0.865)
C (1.403, 1.312, -2.011)
H (1.519, 1.798, 0.104)
H (2.515, 2.866, -0.903)
H (0.686, 2.921, -0.811)
H (2.229, 0.617, -2.123)
H (0.452, 0.803, -1.912)
H (1.327, 1.866, -2.946)

---

The following is a quantum chemistry calculation of a gas-phase ion, C12H15N2S2 (charge +1), from OMol25.

Computed properties:
Lowest unoccupied orbital energy (hartree): -0.1681
Kohn-Sham gap (eV): 6.6290
SMILES string: Nc1ccc2c(c1)[C@@H](C1SCCCS1)C=[NH+]2
Net charge: +1
Energy relative to the best compared isomer or geometry (same formula, charge and spin) (kcal per mole): 27.0

Cartesian coordinates (Å):
N (3.966, 0.935, -2.039)
C (2.662, 1.253, -1.885)
C (2.268, 2.577, -2.245)
C (0.983, 3.011, -1.889)
C (0.106, 2.028, -1.378)
C (0.441, 0.672, -1.261)
C (1.732, 0.255, -1.444)
C (-0.735, -0.144, -0.955)
C (-0.524, -1.087, 0.391)
S (-0.346, -0.068, 1.781)
C (-0.720, -1.206, 3.156)
C (-2.078, -1.918, 3.056)
C (-2.161, -2.832, 1.854)
S (-1.978, -2.026, 0.230)
C (-1.790, 0.792, -1.022)
N (-1.266, 2.064, -1.056)
H (4.667, 1.624, -2.339)
H (4.321, 0.029, -1.726)
H (2.965, 3.296, -2.659)
H (0.620, 4.029, -1.943)
H (2.104, -0.782, -1.366)
H (-0.755, -1.104, -1.576)
H (0.438, -1.766, 0.234)
H (-0.722, -0.621, 4.102)
H (0.100, -1.946, 3.108)
H (-2.122, -2.588, 3.919)
H (-2.928, -1.214, 3.137)
H (-1.407, -3.639, 1.893)
H (-3.203, -3.180, 1.799)
H (-2.830, 0.635, -0.830)
H (-1.809, 2.920, -1.048)

---

The following is a quantum chemistry calculation of C22H22N4O2 in the gas phase, from OMol25.

Computed properties:
Lowest unoccupied orbital energy (hartree): 0.0257
Kohn-Sham gap (eV): 8.5720
SMILES string: Cc1cc(CNCc2cn(C)nc2-c2ccc(Oc3ccccc3)cc2)on1
Net charge: 0
Energy relative to the best compared isomer or geometry (same formula, charge and spin) (kcal per mole): 70.1

Cartesian coordinates (Å):
C (0.335, 2.814, 2.424)
C (-0.856, 2.276, 1.724)
C (-1.293, 2.553, 0.402)
C (-2.403, 1.772, 0.248)
C (-3.320, 1.509, -0.903)
N (-2.765, 0.453, -1.738)
C (-1.707, 0.910, -2.631)
C (-1.076, -0.237, -3.345)
C (-1.360, -0.712, -4.607)
N (-0.494, -1.713, -4.863)
C (-0.406, -2.516, -6.047)
N (0.338, -1.913, -3.848)
C (0.006, -1.040, -2.906)
C (0.714, -0.945, -1.636)
C (0.012, -0.698, -0.460)
C (0.677, -0.544, 0.741)
C (2.065, -0.634, 0.780)
O (2.805, -0.379, 1.906)
C (2.263, -0.566, 3.152)
C (1.456, -1.654, 3.468)
C (0.992, -1.809, 4.761)
C (1.333, -0.896, 5.745)
C (2.153, 0.175, 5.432)
C (2.617, 0.344, 4.142)
C (2.772, -0.910, -0.388)
C (2.100, -1.069, -1.582)
O (-2.618, 1.094, 1.385)
N (-1.659, 1.412, 2.287)
H (0.376, 2.415, 3.434)
H (0.293, 3.902, 2.462)
H (1.237, 2.525, 1.887)
H (-0.849, 3.226, -0.301)
H (-4.273, 1.163, -0.499)
H (-3.482, 2.449, -1.459)
H (-3.499, 0.011, -2.280)
H (-0.949, 1.401, -2.014)
H (-2.083, 1.643, -3.368)
H (-2.095, -0.406, -5.326)
H (0.402, -3.230, -5.900)
H (-1.339, -3.056, -6.219)
H (-0.188, -1.896, -6.919)
H (-1.065, -0.634, -0.488)
H (0.124, -0.339, 1.645)
H (1.201, -2.374, 2.704)
H (0.363, -2.653, 5.001)
H (0.965, -1.021, 6.751)
H (2.429, 0.888, 6.196)
H (3.258, 1.173, 3.882)
H (3.847, -0.983, -0.339)
H (2.644, -1.281, -2.490)

---

The following is a quantum chemistry calculation of C21H15F4N5O2 in the gas phase, from OMol25.

Computed properties:
Lowest unoccupied orbital energy (hartree): -0.0006
Kohn-Sham gap (eV): 9.0648
SMILES string: C[C@H](Oc1ccc(C#N)cc1C(=O)N1Cc2cn(-c3cncc(F)c3)nc2C1)C(F)(F)F
Net charge: 0
Energy relative to the best compared isomer or geometry (same formula, charge and spin) (kcal per mole): 0.0

Cartesian coordinates (Å):
C (-1.851, -3.559, 1.339)
C (-2.292, -3.086, -0.041)
O (-2.223, -1.681, -0.160)
C (-2.804, -0.901, 0.818)
C (-4.204, -0.637, 0.812)
C (-4.764, 0.137, 1.830)
C (-3.961, 0.670, 2.839)
C (-4.522, 1.373, 3.949)
N (-5.030, 1.846, 4.882)
C (-2.615, 0.435, 2.798)
C (-2.032, -0.331, 1.814)
C (-0.591, -0.525, 1.959)
O (-0.213, -1.237, 2.863)
N (0.322, 0.143, 1.141)
C (-0.077, 0.944, -0.058)
C (1.250, 1.234, -0.590)
C (1.803, 1.815, -1.674)
N (3.196, 1.557, -1.580)
C (4.211, 2.094, -2.428)
C (3.879, 2.944, -3.526)
N (4.782, 3.468, -4.395)
C (6.061, 3.202, -4.123)
C (6.488, 2.379, -3.115)
F (7.788, 2.150, -2.910)
C (5.568, 1.842, -2.237)
N (3.485, 0.818, -0.454)
C (2.308, 0.624, 0.102)
C (1.780, 0.005, 1.368)
C (-3.705, -3.710, -0.341)
F (-4.341, -3.056, -1.362)
F (-4.542, -3.659, 0.740)
F (-3.537, -4.981, -0.762)
H (-2.458, -3.159, 2.151)
H (-1.912, -4.623, 1.448)
H (-0.775, -3.261, 1.487)
H (-1.610, -3.508, -0.801)
H (-4.808, -1.031, 0.005)
H (-5.825, 0.368, 1.764)
H (-1.916, 0.882, 3.549)
H (-0.666, 0.319, -0.780)
H (-0.654, 1.843, 0.249)
H (1.248, 2.321, -2.451)
H (2.841, 3.228, -3.657)
H (6.837, 3.643, -4.729)
H (5.839, 1.167, -1.439)
H (2.109, -1.082, 1.457)
H (2.131, 0.574, 2.248)

---

The following is a quantum chemistry calculation of 3 unconnected molecules or ions with the total composition C6H12O, from OMol25.

Computed properties:
Lowest unoccupied orbital energy (hartree): 0.0165
Kohn-Sham gap (eV): 9.8650
SMILES string: C1=CC1.C=O.CC
Net charge: 0
Energy relative to the best compared isomer or geometry (same formula, charge and spin) (kcal per mole): 110.4

Cartesian coordinates (Å):
C (-1.790, -0.260, 0.773)
C (-1.437, 0.897, 0.310)
C (-2.094, -0.012, -0.669)
H (-2.101, -0.745, 1.674)
H (-1.215, 1.918, 0.551)
H (-1.508, -0.515, -1.449)
H (-3.121, 0.226, -0.935)
C (-0.144, -1.928, 0.524)
O (0.477, -1.656, -0.477)
H (-1.021, -2.598, 0.493)
H (0.189, -1.630, 1.536)
C (2.265, 0.671, 0.233)
C (1.205, 0.913, -0.828)
H (3.254, 0.975, -0.121)
H (2.048, 1.236, 1.148)
H (2.299, -0.394, 0.482)
H (1.321, 0.257, -1.693)
H (1.151, 1.958, -1.146)
H (0.223, 0.686, -0.408)

---

The following is a quantum chemistry calculation of 16 unconnected molecules or ions with the total composition H32O16, from OMol25.

Computed properties:
Lowest unoccupied orbital energy (hartree): -0.0102
Kohn-Sham gap (eV): 10.0436
Net charge: 0
Energy relative to the best compared isomer or geometry (same formula, charge and spin) (kcal per mole): 216.4

Cartesian coordinates (Å):
O (-3.918, 3.527, -1.039)
H (-3.260, 3.926, -1.533)
H (-4.387, 4.185, -0.496)
O (2.273, -0.761, 4.807)
H (2.432, -0.621, 5.710)
H (2.610, 0.248, 4.772)
O (2.428, 0.864, -0.015)
H (2.290, -0.078, -0.263)
H (1.644, 1.141, 0.437)
O (-1.864, -3.209, -0.524)
H (-2.016, -2.259, -0.326)
H (-2.715, -3.640, -0.664)
O (2.024, 5.036, 2.172)
H (1.875, 4.530, 3.007)
H (1.966, 4.513, 1.450)
O (-1.719, 0.159, 4.815)
H (-2.329, -0.576, 4.784)
H (-1.320, 0.392, 4.026)
O (-3.214, -0.128, 0.802)
H (-2.875, -0.484, -0.014)
H (-4.035, -0.041, 1.220)
O (2.043, -1.949, 0.274)
H (2.253, -1.902, 1.231)
H (2.691, -2.617, -0.051)
O (0.061, -2.554, -4.559)
H (0.695, -2.598, -3.866)
H (-0.957, -2.674, -4.491)
O (-0.995, -3.464, 2.716)
H (-1.908, -3.307, 2.446)
H (-0.661, -3.620, 1.828)
O (-0.314, -4.782, -3.637)
H (-1.080, -5.168, -3.248)
H (0.374, -5.163, -3.117)
O (0.505, 0.571, -1.917)
H (1.162, -0.011, -2.361)
H (0.818, 1.331, -2.410)
O (3.688, -1.975, 2.970)
H (3.329, -1.122, 3.383)
H (4.369, -2.277, 3.617)
O (-1.352, 4.228, -1.921)
H (-0.884, 4.010, -1.122)
H (-1.164, 4.914, -2.548)
O (-2.002, -0.460, -4.543)
H (-1.156, -0.546, -4.158)
H (-2.371, 0.419, -4.504)
O (2.061, 4.872, -1.320)
H (2.885, 5.153, -0.991)
H (2.019, 3.967, -0.832)

---

The following is a quantum chemistry calculation of a molecular structure, C13H33Be3N3O6, from OMol25.

Computed properties:
Lowest unoccupied orbital energy (hartree): -0.5809
Kohn-Sham gap (eV): 2.0434
Net charge: +4
Energy relative to the best compared isomer or geometry (same formula, charge and spin) (kcal per mole): 335.4

Cartesian coordinates (Å):
Be (-4.987, 6.085, 1.691)
Be (-1.177, -2.279, 1.139)
Be (-6.739, 0.933, -2.386)
C (-3.612, 1.203, 0.599)
O (-2.518, 1.235, 1.140)
O (-3.842, 0.145, -0.003)
O (-4.488, 2.035, 0.448)
C (4.023, -1.448, 0.034)
C (3.104, -0.220, -0.054)
C (2.164, -0.129, -1.329)
O (1.310, -1.248, -1.491)
C (1.153, -1.787, -2.798)
N (2.151, -0.221, 1.036)
H (3.559, -2.434, 0.017)
H (4.631, -1.535, 0.935)
H (4.673, -1.437, -0.841)
H (3.672, 0.698, 0.097)
H (2.857, 0.118, -2.133)
H (1.413, 0.644, -1.163)
H (0.199, -2.306, -2.893)
H (2.026, -2.379, -3.071)
H (1.078, -0.883, -3.403)
H (2.643, -0.339, 1.911)
H (1.853, 0.740, 1.125)
C (0.884, 6.353, 2.925)
C (-0.499, 6.619, 2.300)
C (-0.434, 6.895, 0.811)
O (-1.682, 7.057, 0.136)
C (-1.542, 7.526, -1.178)
N (-1.408, 5.597, 2.550)
H (1.580, 7.028, 2.426)
H (1.078, 5.307, 2.686)
H (0.908, 6.509, 4.003)
H (-0.883, 7.503, 2.810)
H (0.036, 6.060, 0.292)
H (0.166, 7.802, 0.729)
H (-1.184, 8.554, -1.115)
H (-2.544, 7.598, -1.602)
H (-0.870, 6.928, -1.793)
H (-1.100, 4.683, 2.253)
H (-1.330, 5.383, 3.534)
C (1.658, -7.341, -0.414)
C (0.620, -6.198, -0.382)
C (-0.758, -6.637, -1.009)
O (-1.635, -5.519, -1.025)
C (-2.912, -5.651, -1.653)
N (0.401, -5.711, 1.020)
H (2.566, -6.861, -0.048)
H (1.808, -7.734, -1.420)
H (1.241, -8.074, 0.277)
H (1.059, -5.327, -0.870)
H (-1.256, -7.387, -0.395)
H (-0.600, -7.001, -2.025)
H (-3.473, -6.421, -1.124)
H (-2.736, -5.832, -2.713)
H (-3.355, -4.658, -1.577)
H (-0.219, -6.367, 1.472)
H (1.269, -5.876, 1.510)

---

The following is a quantum chemistry calculation of a molecular structure, C15H13HgN3O4SSe, from OMol25.

Computed properties:
Expectation value of S²: 0.771
Lowest unoccupied orbital energy (spin up / spin down) (hartree): 0.0955 / 0.0802
2S+1: 2
Kohn-Sham gap (spin up / spin down) (eV): 6.3102 / 7.9214
Net charge: -1

Cartesian coordinates (Å):
Hg (0.729, -0.383, -0.718)
C (4.172, 2.659, -6.352)
C (3.838, 2.551, -4.888)
C (3.421, 3.660, -4.164)
C (3.086, 3.553, -2.819)
C (3.169, 2.323, -2.191)
C (3.596, 1.203, -2.896)
C (3.928, 1.322, -4.233)
S (2.651, 2.136, -0.498)
O (2.737, 3.448, 0.091)
O (3.439, 1.054, 0.046)
N (1.143, 1.640, -0.566)
C (0.113, 2.572, -1.007)
C (-1.234, 1.881, -1.312)
O (-2.159, 2.629, -1.610)
O (-1.276, 0.605, -1.254)
H (4.287, 3.700, -6.654)
H (3.380, 2.220, -6.962)
H (5.097, 2.131, -6.586)
H (3.355, 4.624, -4.655)
H (2.774, 4.417, -2.248)
H (3.679, 0.251, -2.388)
H (4.265, 0.449, -4.781)
H (0.404, 3.092, -1.926)
H (-0.075, 3.331, -0.247)
Se (-0.471, -3.586, -1.175)
N (0.875, -2.418, -0.741)
C (2.012, -3.144, -0.524)
C (3.261, -2.618, -0.175)
C (4.327, -3.478, 0.005)
C (4.172, -4.862, -0.158)
C (2.950, -5.398, -0.498)
C (1.837, -4.553, -0.690)
N (0.609, -5.005, -1.028)
H (3.377, -1.548, -0.035)
H (5.293, -3.073, 0.279)
H (5.022, -5.516, -0.011)
H (2.815, -6.464, -0.625)

---

Taking the records one at a time from the top gives molar mass values of 74.2 251.4 374.4 445.4 100.2 288.2 354.5 610.9 g/mol.
Taking the records one at a time from the top gives max |F| values of 1.996 4.573 1.287 2.545 1.008 5.327 2.899 0.088 eV Å⁻¹.